No. 1
The following is a quantum chemistry calculation of a molecular structure, C54H42CdF5N7O2P2S2Te at a distorted geometry, from OMol25.

Last column: Mulliken charge in e.
Element x y z (Å)
1 Cd 0.410 -0.054 -0.177  5.4414
2 Te -4.814 -1.163 -0.039  0.1154
3 C -6.177 0.350 0.645  0.0284
4 C -6.597 0.411 1.968  -0.1282
5 C -7.413 1.457 2.371  -0.4019
6 N -7.837 2.423 1.558  -0.6923
7 C -7.416 2.370 0.294  -0.4247
8 C -6.596 1.369 -0.204  -0.1127
9 C -3.182 0.177 0.346  -0.8594
10 P -1.943 -0.449 1.537  0.5443
11 C -1.832 0.930 2.759  0.4092
12 C -2.815 1.905 2.893  0.0969
13 C -2.675 2.922 3.823  -0.7694
14 C -1.558 2.962 4.648  -0.7161
15 C -0.590 1.976 4.542  -0.4503
16 C -0.720 0.972 3.595  -0.5221
17 C -2.811 -1.638 2.652  -0.3532
18 C -2.690 -2.997 2.354  -0.1845
19 C -3.305 -3.960 3.136  -0.6568
20 C -4.052 -3.582 4.244  -0.5042
21 C -4.174 -2.235 4.555  -0.7088
22 C -3.552 -1.272 3.772  -0.5160
23 P -2.167 0.603 -1.102  0.2768
24 C -2.149 2.447 -1.115  -0.0061
25 C -3.033 3.226 -0.382  0.4006
26 C -2.923 4.609 -0.396  -0.8320
27 C -1.942 5.223 -1.159  -0.6465
28 C -1.080 4.453 -1.927  -0.6475
29 C -1.184 3.072 -1.902  -0.5757
30 C -3.239 0.373 -2.589  -0.4694
31 C -4.034 1.371 -3.147  -0.7676
32 C -4.816 1.108 -4.264  -0.7169
33 C -4.803 -0.146 -4.856  -0.5228
34 C -4.020 -1.151 -4.305  -0.8286
35 C -3.256 -0.891 -3.181  -0.1081
36 H -6.275 -0.341 2.678  0.3906
37 H -7.750 1.529 3.401  0.3575
38 H -7.760 3.173 -0.350  0.3699
39 H -6.272 1.385 -1.238  0.3796
40 H -3.691 1.857 2.256  0.3522
41 H -3.430 3.697 3.897  0.4047
42 H -1.433 3.777 5.351  0.2971
43 H 0.287 2.006 5.176  0.3672
44 H 0.065 0.234 3.470  0.1719
45 H -2.108 -3.289 1.485  0.3618
46 H -3.204 -5.011 2.889  0.4053
47 H -4.535 -4.331 4.861  0.3490
48 H -4.753 -1.932 5.420  0.4120
49 H -3.647 -0.226 4.034  0.5282
50 H -3.806 2.735 0.197  0.2151
51 H -3.596 5.212 0.205  0.4137
52 H -1.832 6.301 -1.139  0.3087
53 H -0.309 4.932 -2.519  0.3566
54 H -0.507 2.460 -2.488  0.6338
55 H -4.051 2.358 -2.706  0.5413
56 H -5.432 1.896 -4.682  0.4182
57 H -5.396 -0.337 -5.742  0.3485
58 H -4.004 -2.137 -4.756  0.4348
59 H -2.664 -1.680 -2.732  0.6952
60 C 1.152 -5.591 -0.494  -0.9325
61 N 0.410 -4.426 -0.913  0.3034
62 C -0.009 -4.154 -2.191  -1.2011
63 C -0.525 -2.896 -2.154  -0.4239
64 N -0.446 -2.397 -0.879  0.2864
65 C 0.135 -3.335 -0.170  -1.1393
66 H 0.531 -6.488 -0.541  0.3175
67 H 1.485 -5.444 0.532  0.2852
68 H 2.020 -5.706 -1.140  0.3370
69 H 0.140 -4.846 -3.000  0.3725
70 H -0.920 -2.313 -2.969  0.7032
71 H 0.362 -3.266 0.884  0.5863
72 F 2.379 2.275 0.626  -0.2371
73 C 1.374 2.809 1.466  -1.0440
74 F 0.170 2.333 0.794  0.2265
75 C 1.370 4.272 1.104  0.8315
76 F 2.451 4.894 1.650  -0.3373
77 F 0.270 4.880 1.603  -0.2707
78 F 1.410 4.631 -0.228  -0.2528
79 N 8.210 -1.446 1.001  -0.5631
80 C 7.154 -1.595 0.098  0.7745
81 C 5.838 -1.631 0.560  0.4021
82 C 4.793 -1.852 -0.317  0.3037
83 C 5.058 -2.028 -1.667  -0.4903
84 C 6.356 -1.984 -2.144  -0.6749
85 C 7.403 -1.767 -1.264  -0.7815
86 S 3.694 -2.383 -2.768  1.2295
87 O 4.143 -2.110 -4.118  -0.7348
88 O 3.348 -3.764 -2.502  -0.7032
89 N 2.485 -1.449 -2.289  -0.0708
90 C 2.585 -0.120 -2.401  -0.1252
91 S 3.947 0.726 -3.184  -0.1574
92 C 3.270 2.250 -2.706  -0.7273
93 C 2.113 2.053 -2.057  -0.7415
94 N 1.705 0.745 -1.903  0.2655
95 H 7.955 -1.023 1.879  0.2220
96 H 9.052 -1.058 0.610  0.2163
97 H 5.639 -1.476 1.615  -0.4853
98 H 3.766 -1.860 0.030  0.0771
99 H 6.523 -2.104 -3.207  0.4615
100 H 8.426 -1.725 -1.625  0.2566
101 H 3.776 3.176 -2.918  0.4188
102 H 1.501 2.841 -1.646  0.2892
103 N 7.703 -2.356 6.441  -0.6013
104 C 6.841 -2.133 5.709  0.0022
105 C 5.775 -1.858 4.805  0.6219
106 C 5.444 -0.536 4.484  -0.7808
107 C 4.406 -0.270 3.616  -0.1172
108 C 3.665 -1.316 3.042  0.3027
109 C 4.001 -2.637 3.376  0.0890
110 C 5.040 -2.906 4.241  -0.7577
111 C 2.627 -1.025 2.122  -0.1672
112 C 1.766 -0.779 1.297  -2.4169
113 H 6.009 0.276 4.922  0.4273
114 H 4.143 0.748 3.358  0.6594
115 H 3.436 -3.447 2.936  0.5293
116 H 5.295 -3.928 4.487  0.4329

Kohn-Sham gap ... 5.783 eV
Max |F| ... 1.9 eV/A
E_HOMO ... -2.24 eV
Lowest unoccupied orbital energy ... 3.543 eV
Relative energy (zero: lowest compared OMol25 entry of this formula, charge and spin) ... 13.6 kcal per mole
Total charge ... -2
2S+1 ... 1

=====

No. 2
The following is a quantum chemistry calculation of 10 unconnected molecules or ions with the total composition C61H127BN5O17 at a distorted geometry, from OMol25.

Last column: Mulliken charge in e.
Element x y z (Å)
1 O 21.149 0.287 17.923  -0.6591
2 C 21.503 0.886 16.899  0.5890
3 O 20.975 1.933 16.337  -0.4418
4 B 21.709 2.246 15.077  0.9363
5 O 22.421 0.999 14.825  -0.4795
6 C 22.439 0.260 15.897  0.6057
7 O 23.194 -0.676 16.077  -0.6499
8 O 22.658 3.359 15.211  -0.4238
9 C 22.367 4.281 14.356  0.6905
10 O 22.982 5.397 14.218  -0.6865
11 C 21.238 3.772 13.465  0.4614
12 O 20.805 2.556 13.964  -0.3555
13 O 20.888 4.428 12.492  -0.5901
14 C 27.423 -5.880 17.663  -1.5561
15 C 28.511 -4.975 17.463  0.7628
16 C 29.864 -5.737 17.409  -1.2457
17 O 28.329 -4.271 16.250  -0.5344
18 H 27.402 -6.590 16.837  0.3607
19 H 26.432 -5.427 17.701  0.3690
20 H 27.509 -6.574 18.499  0.3622
21 H 28.346 -4.249 18.260  0.2007
22 H 29.926 -6.595 18.078  0.3388
23 H 30.675 -5.041 17.626  0.2948
24 H 30.023 -6.143 16.410  0.3551
25 H 27.411 -3.992 16.232  0.2920
26 C 23.660 -4.977 22.741  -1.2726
27 C 22.955 -4.228 23.826  0.7380
28 C 23.512 -4.422 25.189  -1.3358
29 O 22.832 -2.800 23.573  -0.5781
30 H 23.863 -5.975 23.131  0.3246
31 H 24.458 -4.395 22.280  0.3477
32 H 23.024 -5.060 21.860  0.3464
33 H 21.935 -4.603 23.910  0.1164
34 H 23.006 -3.844 25.962  0.3327
35 H 24.549 -4.087 25.148  0.3261
36 H 23.597 -5.494 25.364  0.3570
37 H 22.559 -2.565 22.683  0.2979
38 C 29.392 6.104 13.057  -1.2289
39 C 30.633 6.936 13.349  0.3794
40 C 31.996 6.538 12.744  -1.1379
41 O 30.348 8.182 12.829  -0.5418
42 H 29.608 5.053 13.254  0.3208
43 H 29.308 6.208 11.975  0.3112
44 H 28.484 6.318 13.620  0.3170
45 H 30.858 7.050 14.410  0.3587
46 H 32.577 7.454 12.642  0.2996
47 H 31.808 5.872 11.902  0.2829
48 H 32.560 5.961 13.478  0.3114
49 H 30.236 8.738 13.603  0.3280
50 C 21.724 10.754 6.198  -1.2150
51 C 21.093 9.515 6.864  0.5194
52 C 20.848 8.364 5.837  -1.2964
53 O 21.752 9.044 7.975  -0.5263
54 H 22.788 10.677 5.975  0.3458
55 H 21.511 11.615 6.832  0.3229
56 H 21.229 10.960 5.249  0.3334
57 H 20.041 9.682 7.093  0.1693
58 H 21.796 8.368 5.300  0.2988
59 H 20.064 8.603 5.118  0.2970
60 H 20.737 7.355 6.235  0.4214
61 H 21.280 8.238 8.196  0.3298
62 C 24.963 0.449 7.370  -1.9251
63 C 26.034 0.274 8.431  1.6179
64 C 25.629 -1.015 9.230  -1.4368
65 C 26.672 -1.538 10.258  -0.7093
66 C 27.916 -1.913 9.444  -1.1664
67 C 28.412 -0.751 8.534  1.7317
68 N 27.351 0.021 7.838  0.2880
69 O 27.871 1.168 7.080  -0.4947
70 C 29.380 0.157 9.330  -1.8913
71 C 29.318 -1.337 7.482  -1.9989
72 C 25.991 1.529 9.405  -1.6927
73 H 25.231 -0.060 6.444  0.4300
74 H 24.870 1.501 7.099  0.3973
75 H 23.983 0.092 7.686  0.3750
76 H 24.675 -0.800 9.712  0.5576
77 H 25.420 -1.845 8.555  0.3928
78 H 26.138 -2.339 10.768  0.3720
79 H 26.984 -0.811 11.007  0.3079
80 H 27.915 -2.924 9.038  0.3974
81 H 28.637 -2.019 10.254  0.3725
82 H 28.975 0.697 10.186  0.3442
83 H 30.190 -0.442 9.747  0.4802
84 H 29.866 0.945 8.755  0.4063
85 H 30.162 -1.852 7.939  0.4752
86 H 28.872 -2.168 6.935  0.4135
87 H 29.963 -0.640 6.947  0.4406
88 H 26.410 1.267 10.376  0.3202
89 H 24.951 1.795 9.592  0.4541
90 H 26.547 2.311 8.887  0.4119
91 H 27.921 0.857 6.173  0.3296
92 C 30.184 6.313 21.210  -1.6753
93 C 28.811 5.998 21.914  1.3162
94 C 27.724 6.953 21.302  -1.0951
95 C 27.281 6.597 19.911  -0.7101
96 C 26.675 5.194 19.736  -0.9062
97 C 27.617 4.147 20.409  1.1087
98 N 28.370 4.597 21.620  0.3867
99 O 29.184 3.617 22.202  -0.4782
100 C 26.822 2.825 20.662  -1.6795
101 C 28.771 3.873 19.357  -1.5964
102 C 28.950 6.337 23.424  -1.9002
103 H 30.142 6.271 20.122  0.3719
104 H 31.006 5.673 21.533  0.2912
105 H 30.485 7.341 21.416  0.4690
106 H 26.878 7.141 21.964  0.3964
107 H 28.263 7.889 21.156  0.4257
108 H 28.262 6.593 19.436  0.2610
109 H 26.591 7.400 19.651  0.3805
110 H 26.684 5.020 18.660  0.3337
111 H 25.619 5.187 20.005  0.4203
112 H 27.277 2.020 21.239  0.3422
113 H 25.865 3.100 21.105  0.3846
114 H 26.590 2.320 19.725  0.3843
115 H 28.276 3.625 18.419  0.4940
116 H 29.426 4.707 19.103  0.3105
117 H 29.361 3.021 19.695  0.3592
118 H 28.066 6.033 23.986  0.4222
119 H 29.178 7.392 23.574  0.3732
120 H 29.761 5.689 23.755  0.4620
121 H 28.950 3.637 23.132  0.3486
122 C 14.543 -3.508 21.878  -1.9199
123 C 15.379 -3.770 20.545  1.5308
124 C 16.591 -4.665 21.022  -1.0531
125 C 17.315 -5.353 19.952  -0.7641
126 C 16.417 -6.279 19.179  -1.1166
127 C 15.099 -5.577 18.580  1.4152
128 N 14.533 -4.641 19.667  0.0983
129 O 13.399 -3.959 19.208  -0.4554
130 C 15.521 -4.785 17.364  -1.5222
131 C 14.067 -6.723 18.226  -1.7421
132 C 15.904 -2.490 19.853  -1.7941
133 H 15.174 -2.855 22.480  0.4310
134 H 14.188 -4.271 22.571  0.3614
135 H 13.651 -2.899 21.732  0.4766
136 H 17.295 -4.015 21.541  0.4467
137 H 16.111 -5.408 21.659  0.3405
138 H 18.148 -5.967 20.293  0.4060
139 H 18.018 -4.790 19.338  0.4177
140 H 16.117 -7.145 19.768  0.3592
141 H 17.063 -6.717 18.418  0.4505
142 H 15.947 -3.832 17.678  0.2733
143 H 16.263 -5.297 16.751  0.3523
144 H 14.688 -4.545 16.703  0.3399
145 H 13.636 -7.053 19.172  0.4453
146 H 13.233 -6.490 17.563  0.3110
147 H 14.690 -7.536 17.854  0.3884
148 H 16.259 -1.716 20.532  0.3853
149 H 15.073 -2.073 19.284  0.4318
150 H 16.618 -2.656 19.046  0.3050
151 H 12.869 -4.289 19.937  0.4016
152 C 17.492 5.818 19.156  -1.6992
153 C 16.846 6.987 20.003  1.3231
154 C 15.884 7.732 19.069  -1.1394
155 C 14.610 6.944 18.672  -0.7569
156 C 13.882 6.581 19.835  -1.0803
157 C 14.741 6.100 21.038  1.7757
158 N 16.128 6.530 21.122  0.2633
159 O 16.947 5.869 22.073  -0.4440
160 C 14.052 6.711 22.275  -2.0013
161 C 14.676 4.594 21.054  -2.0453
162 C 17.832 8.073 20.570  -1.8751
163 H 18.135 5.243 19.822  0.4582
164 H 18.123 6.166 18.338  0.4341
165 H 16.750 5.107 18.793  0.2933
166 H 15.740 8.736 19.467  0.3806
167 H 16.316 7.890 18.081  0.4758
168 H 14.948 6.023 18.196  0.3262
169 H 13.982 7.441 17.932  0.4215
170 H 13.212 5.751 19.613  0.3741
171 H 13.256 7.421 20.136  0.4018
172 H 13.075 6.279 22.493  0.4244
173 H 14.538 6.463 23.219  0.3940
174 H 13.988 7.797 22.203  0.4116
175 H 15.147 4.264 21.979  0.4946
176 H 13.698 4.130 21.178  0.4807
177 H 15.208 4.148 20.215  0.3528
178 H 18.636 7.697 21.203  0.3465
179 H 17.229 8.718 21.210  0.4380
180 H 18.227 8.662 19.742  0.3827
181 H 17.221 5.159 21.489  0.3888
182 C 15.108 1.027 10.426  -1.9098
183 C 13.792 1.750 10.852  1.5897
184 C 12.602 0.981 10.254  -1.1423
185 C 11.221 1.435 10.762  -0.7094
186 C 11.125 1.120 12.256  -1.0982
187 C 12.334 1.803 13.026  1.4494
188 N 13.624 1.664 12.343  0.2741
189 O 14.648 2.201 13.107  -0.4408
190 C 11.989 3.303 13.256  -1.8857
191 C 12.151 1.184 14.448  -1.9499
192 C 13.733 3.211 10.333  -1.6294
193 H 15.931 1.676 10.724  0.4272
194 H 15.303 0.820 9.373  0.3655
195 H 15.256 0.137 11.038  0.3983
196 H 12.525 1.138 9.178  0.4640
197 H 12.638 -0.074 10.524  0.3584
198 H 10.424 0.895 10.250  0.3891
199 H 10.998 2.450 10.433  0.3581
200 H 11.054 0.061 12.504  0.4216
201 H 10.264 1.689 12.606  0.3734
202 H 11.436 3.542 14.164  0.4330
203 H 12.904 3.893 13.302  0.4013
204 H 11.426 3.805 12.469  0.3491
205 H 11.194 1.365 14.938  0.4198
206 H 12.385 0.123 14.531  0.4198
207 H 12.669 1.771 15.206  0.4680
208 H 14.586 3.745 10.754  0.3900
209 H 12.867 3.719 10.759  0.2815
210 H 13.982 3.441 9.297  0.4148
211 H 15.142 1.490 13.523  0.3198

Kohn-Sham gap ... 7.971 eV
Max |F| ... 5.6 eV/A
E_HOMO ... -6.24 eV
Lowest unoccupied orbital energy ... 1.733 eV
Total charge ... -1
2S+1 ... 1

=====

No. 3
The following is a quantum chemistry calculation of a molecular structure, C7H17N at a distorted geometry, from OMol25.

Last column: Mulliken charge in e.
Element x y z (Å)
1 C -1.232 -1.501 -1.138  -1.3987
2 C -1.491 -0.607 0.129  0.6026
3 C -1.540 -1.550 1.392  -1.3762
4 N -0.996 0.788 0.193  -0.5276
5 C 0.253 0.417 0.432  -0.5406
6 C 1.534 0.893 -0.213  0.7079
7 C 2.504 -0.283 -0.037  -1.3496
8 C 1.291 1.126 -1.707  -1.4981
9 H -2.115 -2.111 -1.325  0.4375
10 H -0.391 -2.191 -0.977  0.2360
11 H -1.039 -0.873 -2.016  0.3737
12 H -2.591 -0.527 -0.039  0.3904
13 H -1.663 -0.861 2.234  0.3779
14 H -2.416 -2.204 1.421  0.4053
15 H -0.628 -2.117 1.585  0.3087
16 H 0.430 0.467 1.533  0.3566
17 H -2.149 4.143 2.142  0.1257
18 H -1.780 3.528 2.314  -0.1265
19 H 1.944 1.755 0.323  0.3290
20 H 2.016 -1.181 -0.442  0.2865
21 H 3.405 -0.150 -0.652  0.3717
22 H 2.835 -0.519 0.979  0.3664
23 H 1.212 0.178 -2.235  0.2736
24 H 0.403 1.743 -1.849  0.4019
25 H 2.201 1.637 -2.047  0.4660

Kohn-Sham gap ... 7.812 eV
Max |F| ... 6.1 eV/A
E_HOMO ... -7.96 eV
Lowest unoccupied orbital energy ... -0.152 eV
Relative energy (zero: lowest compared OMol25 entry of this formula, charge and spin) ... 123.7 kcal per mole
Total charge ... 0
2S+1 ... 1

=====

> Which value of 2S+1 does entry 2 give?

1